[1]
DFT (wB97M-V/def2-TZVPD) results for a structure of composition C32H24ClN5O14S3Tl in a non-equilibrium geometry.

Last column: natural (NBO) charge in e.
Element x y z (Å)
C  -5.0803  -0.0970  1.2475  -0.226
S  1.7579  1.4505  -6.3272  2.415
C  -3.5383  1.4824  2.9387  -0.204
C  1.5604  -0.5375  4.3812  -0.203
C  -3.8288  4.2126  -3.4573  -0.310
C  -3.1302  3.0179  -3.6030  -0.066
H  -1.3437  -5.0549  -1.0349  0.483
H  1.9990  -2.7407  3.4941  0.482
O  -1.9885  -5.7419  -0.5839  -0.683
O  -0.5312  -4.1734  -1.5707  -0.681
H  0.7025  4.9928  2.6814  0.513
C  1.3626  0.5851  5.1689  -0.170
H  1.1295  2.7230  5.1699  0.245
C  1.2705  1.8294  4.5799  -0.184
O  2.1053  -1.3166  0.8483  -0.538
C  -0.5949  -3.0147  -1.0949  0.782
C  1.3610  1.9048  3.1913  0.079
H  -1.1568  -0.6624  -4.8607  0.237
N  3.3966  1.1422  -0.5871  -0.844
C  2.8865  1.1648  -1.8925  0.198
H  -3.4738  5.4952  -6.5279  0.219
Cl  -5.0586  -3.2788  1.8576  0.088
H  -2.9416  2.0954  3.6004  0.211
O  1.4343  3.3179  1.2714  -0.539
C  -2.4951  2.7336  -4.7997  -0.176
C  -1.7740  -2.7650  -0.1572  0.054
S  -2.7393  0.5948  -2.0721  0.687
H  -6.6496  1.3018  1.6289  0.220
O  0.1794  -2.0739  -1.3649  -0.765
C  -3.2677  2.2187  -2.3689  0.083
N  1.5519  0.8291  2.4363  -0.347
C  -1.6460  -0.8911  -3.9184  -0.266
H  1.7237  3.3515  -4.2335  0.238
H  3.0365  1.8749  0.0051  0.382
H  1.6313  -1.5094  4.8507  0.209
H  2.5614  -0.7925  -4.6596  0.243
N  -2.0342  -1.5422  0.2637  -0.279
Tl  0.1842  0.4072  -0.5473  0.771
C  2.0418  2.4237  -3.7766  -0.163
O  -5.8544  4.3766  -1.7168  -0.923
O  2.2425  2.7761  -6.6765  -1.022
H  -4.5495  6.0239  -4.3306  0.230
H  -5.6680  -0.6995  0.5698  0.232
C  -5.6257  1.0280  1.8437  -0.180
C  2.4255  2.3648  -2.4462  -0.319
O  0.8393  4.2078  3.2318  -0.680
C  -2.8656  -5.1613  0.1884  0.778
C  2.5145  0.0789  -4.0204  -0.160
N  -3.9277  2.7352  -1.3886  -0.704
C  -2.6281  3.6481  -5.8411  -0.172
C  -2.7649  -3.6735  0.3027  -0.273
C  -3.3718  4.8100  -5.6968  -0.186
H  3.2471  -0.9194  -2.2539  0.219
H  2.4111  3.2572  -1.8297  0.208
C  2.8997  0.0127  -2.6847  -0.311
H  -1.8736  1.8634  -4.9603  0.275
H  -2.1242  3.4214  -6.7717  0.247
C  2.1178  1.2892  -4.5650  -0.343
O  -1.5328  0.3151  -3.1248  -0.685
N  -3.1878  -1.6017  0.9483  -0.221
O  -3.7169  -5.7659  0.8065  -0.629
C  -4.8639  1.8108  2.6961  -0.203
C  -3.9794  5.1164  -4.4789  -0.193
S  -4.4247  4.2744  -1.7778  2.283
H  -2.6938  -1.1433  -4.0947  0.181
O  2.4544  0.3448  -6.9585  -1.017
H  -1.1421  -1.7086  -3.4039  0.215
C  1.6582  -0.3683  2.9995  0.071
C  1.9657  -1.4904  2.0245  0.766
C  -3.6501  -2.8754  1.0012  0.161
C  1.2242  3.1940  2.4450  0.757
H  -5.2972  2.6882  3.1577  0.216
O  2.1439  -2.7118  2.5442  -0.639
H  -1.9495  0.0898  2.5068  0.218
H  1.2914  0.4883  6.2439  0.229
C  -3.7617  -0.4336  1.5153  0.209
O  -3.6658  5.2136  -0.9991  -0.924
C  -2.9828  0.3623  2.3414  -0.231
H  3.3606  0.2317  -0.1552  0.386
O  0.2971  1.3428  -6.4378  -1.060

Values from the calculation:
Net charge: -1
Electronic energy, eV: -119414.083
HOMO level, eV: -5.396
Lowest unoccupied orbital energy, Ha: 0.0100
Energy relative to the best compared isomer or geometry (same formula, charge and spin), eV: 0.284
HOMO-LUMO gap, eV: 5.67

[2]
DFT (wB97M-V/def2-TZVPD) results for a cluster of 6 separate species, C32H24F32O8 in total in a non-equilibrium geometry.

Last column: Mulliken charge in e.
Element x y z (Å)
C  -4.3709  -7.1735  5.1099  0.125
C  -0.0559  0.2609  -4.1931  -0.293
C  -1.5384  0.8762  -2.4179  0.755
H  1.6986  2.0449  -5.3797  -0.564
C  -0.3933  -2.2667  -0.3565  -0.759
F  -0.4452  0.9196  -1.6344  -0.012
F  -3.0396  -7.3058  5.0814  -0.267
C  -5.0391  -3.2882  3.5417  0.742
C  -0.2700  3.1652  4.5703  1.008
C  4.1916  -0.9390  -2.7675  0.150
H  -3.3035  1.8266  -2.9467  0.257
O  -1.1545  1.0054  -3.7492  -0.394
C  4.0715  3.8791  -4.3037  -0.964
F  -4.0937  -2.2837  3.7362  -0.209
C  0.2181  0.5311  -5.6404  1.055
F  -6.1246  -2.3425  1.5895  -0.248
F  1.1449  -0.3937  -6.1013  -0.308
F  -2.9893  1.9493  -0.9049  -0.207
H  -1.0327  2.5973  6.5906  0.334
F  -0.0358  2.8294  -5.5192  -0.253
F  2.6222  3.8208  -0.0707  -0.279
C  -1.0714  2.3242  5.5004  -0.755
H  -4.9900  2.0337  4.2285  0.245
H  4.5240  -0.4990  -0.7355  0.618
F  -5.9932  -5.7370  5.8346  -0.291
F  -2.1660  -0.3561  -2.2344  -0.326
C  0.8223  -1.7729  -0.3341  -0.193
C  6.5228  -2.3812  -2.7781  0.348
F  -3.8910  1.4463  6.4154  -0.313
C  2.5166  3.6256  -2.4906  0.593
O  -2.4644  2.3338  5.0672  -0.347
C  -4.3312  1.1825  4.1544  0.152
H  -1.6455  4.8453  4.6230  0.280
F  3.5237  3.1752  -6.4042  -0.279
H  3.8838  4.8977  -4.6590  0.355
H  0.7334  0.5294  -3.5356  -0.124
F  -6.0782  -2.8327  4.2873  -0.309
F  -2.5918  0.0780  5.3619  -0.246
F  -3.7463  1.1263  2.9024  -0.176
O  3.2261  -0.1581  -2.8192  -0.259
C  0.8280  1.8915  -5.9669  0.930
C  4.4744  3.1171  -5.4542  1.038
H  0.5179  0.9400  1.8939  0.513
H  -2.9667  -4.6168  5.3210  0.409
C  4.5661  -1.7922  -3.9831  -0.450
H  -4.7984  -7.3488  4.1240  0.323
F  1.1629  3.4881  -2.4962  -0.267
C  -1.0047  -0.6184  1.5676  -0.251
H  -4.4024  -3.7655  5.9377  0.375
F  -0.5398  2.8349  3.2689  -0.227
H  4.0298  -1.6497  -4.9137  0.352
O  -4.4963  -4.4759  3.9334  -0.340
H  -1.8120  -0.3091  2.2120  0.556
C  4.9071  -1.0371  -1.5576  -0.400
F  -0.0871  5.0408  5.9580  -0.284
C  -5.3181  -3.3443  1.9978  0.473
C  -2.5380  1.9724  -2.1760  0.082
F  2.7257  5.0122  -2.4565  -0.372
H  4.9083  3.8795  -3.5927  0.368
H  2.7893  2.0887  -0.8111  -0.376
F  5.6432  1.1922  -6.2028  -0.340
C  6.0575  -1.6961  -1.5154  -0.499
H  6.0626  -2.8443  -4.9240  0.456
H  6.7736  -1.7913  -0.7288  0.497
F  1.0774  1.9926  -7.3028  -0.287
F  -4.1553  -6.2300  7.0659  -0.326
O  2.1117  0.0902  0.1248  -0.527
O  3.0060  3.1574  -3.6499  0.011
F  -4.9683  -8.1280  5.9112  -0.280
H  -0.7791  -3.0912  -0.9583  0.491
C  1.1469  -0.5503  0.4721  0.252
H  1.6726  -2.0559  -0.9665  0.315
C  3.1376  3.0871  -1.1095  1.061
F  -1.9358  3.1906  -2.3641  -0.235
O  7.5917  -2.9770  -2.7563  -0.563
F  5.5197  1.6815  -4.0913  -0.269
C  -1.3444  -1.7658  0.6927  0.135
H  4.0043  0.8998  -5.1326  -0.113
O  -2.4214  -2.2563  0.9459  -0.453
F  4.5105  3.1775  -1.2199  -0.270
H  -0.6182  1.3491  5.3654  0.323
C  0.1801  -0.0205  1.4752  -0.335
C  4.7939  1.6482  -5.2196  0.644
F  -0.0013  5.4756  3.8274  -0.256
C  -4.0420  -4.5692  5.2998  -0.826
F  -5.1234  0.1215  4.2886  -0.227
H  -0.2462  -0.8476  -4.1145  0.322
F  -5.9988  -4.5393  1.7073  -0.306
C  5.7022  -2.4126  -4.0142  -0.342
C  -0.5567  4.7054  4.7434  0.073
F  -0.9033  0.3148  -6.3934  -0.321
H  -4.3938  -3.4196  1.4932  0.117
C  -4.6305  -5.8707  5.8110  0.894
C  -3.2493  1.2386  5.2743  0.764
F  5.5498  3.7765  -5.9951  -0.355
F  1.0364  3.0859  4.7358  -0.317

Values from the calculation:
SMILES: FC(F)C(F)(F)COC(F)(F)C(F)F.FC(F)C(F)(F)COC(F)(F)C(F)F.FC(F)C(F)(F)COC(F)(F)C(F)F.FC(F)C(F)(F)COC(F)(F)C(F)F.O=C1C=CC(=O)C=C1.O=C1C=CC(=O)C=C1
Electronic energy, eV: -136909.466
HOMO level, eV: -10.598
Lowest unoccupied orbital energy, Ha: -0.0695
Energy relative to the best compared isomer or geometry (same formula, charge and spin), eV: 3.373
HOMO-LUMO gap, eV: 8.71

Look up the HOMO level of the first one. -5.396 eV

The lowest HOMO-LUMO gap belongs to which entry? C32H24ClN5O14S3Tl